1.
6 unconnected molecules or ions with the total composition C32H70BBrIN8O11P2S, computed with ωB97M-V/def2-TZVPD.

Computed properties:
**HOMO level**: -10.7 eV
**E**: -6504.39625 Eh
**HOMO-LUMO gap**: 8.05 eV
**Total charge**: +1

Cartesian coordinates (Å):
1 C -1.86 -1.59 -4.36
2 C -1.29 -1.50 -2.95
3 C -1.01 -0.02 -2.59
4 C 0.47 0.23 -2.26
5 C 0.86 -0.25 -0.85
6 C 1.03 0.81 0.26
7 Br -0.36 2.18 -0.06
8 C 2.45 1.33 0.37
9 C 3.14 1.84 -0.91
10 C 3.23 3.35 -1.16
11 C 1.96 4.03 -1.68
12 I 2.55 5.82 -2.72
13 C 2.61 2.27 1.57
14 C 4.03 2.08 2.18
15 C 4.52 3.36 2.83
16 O 4.67 4.37 1.83
17 C 4.51 5.64 2.29
18 O 4.93 6.02 3.36
19 N 1.63 2.08 2.68
20 P 0.71 3.66 2.80
21 O 1.39 4.25 4.14
22 O -0.76 3.22 3.32
23 C 0.84 0.97 2.66
24 N 0.18 0.63 3.77
25 S 0.45 1.39 5.29
26 B -0.88 -0.44 3.89
27 C -2.26 -0.24 3.21
28 O -0.64 -1.56 4.62
29 N 0.64 0.17 1.56
30 P 1.46 -1.46 1.73
31 C 2.35 -1.47 3.31
32 O 0.22 -2.49 1.98
33 H -1.20 -1.11 -5.08
34 H -2.82 -1.08 -4.42
35 H -2.00 -2.64 -4.63
36 H -0.36 -2.07 -2.96
37 H -2.00 -1.93 -2.24
38 H -1.63 0.22 -1.73
39 H -1.32 0.65 -3.38
40 H 1.01 -0.41 -2.95
41 H 0.79 1.24 -2.50
42 H 1.81 -0.77 -0.95
43 H 0.07 -0.95 -0.57
44 H 3.02 0.44 0.64
45 H 4.17 1.52 -0.85
46 H 2.75 1.37 -1.80
47 H 3.97 3.45 -1.95
48 H 3.65 3.91 -0.33
49 H 1.42 3.42 -2.39
50 H 1.34 4.36 -0.85
51 H 2.59 3.32 1.30
52 H 4.73 1.81 1.39
53 H 4.00 1.34 2.97
54 H 5.49 3.18 3.29
55 H 3.85 3.68 3.63
56 H 3.96 6.31 1.62
57 H 1.24 5.20 4.10
58 H -1.22 2.65 2.69
59 H -0.62 2.21 5.34
60 H -3.03 0.01 3.95
61 H -2.51 -1.18 2.72
62 H -2.24 0.52 2.43
63 H -0.26 -1.39 5.49
64 H 1.74 -1.78 4.16
65 H 3.12 -2.23 3.19
66 H 2.85 -0.53 3.52
67 H -0.43 -2.27 1.30
68 C -2.29 -5.45 -0.82
69 O -2.43 -4.26 -1.09
70 N -1.19 -5.96 -0.25
71 C -1.06 -7.38 0.07
72 C -0.10 -5.05 0.03
73 H -3.08 -6.19 -1.01
74 H -0.90 -7.49 1.15
75 H -0.22 -7.81 -0.47
76 H -1.96 -7.91 -0.21
77 H -0.45 -4.28 0.70
78 H 0.23 -4.58 -0.90
79 H 0.73 -5.59 0.49
80 C 4.59 2.74 -4.65
81 O 4.01 1.87 -4.03
82 N 5.92 2.89 -4.72
83 C 6.54 3.96 -5.47
84 C 6.76 1.93 -4.02
85 H 4.04 3.52 -5.22
86 H 7.18 3.55 -6.25
87 H 7.15 4.58 -4.81
88 H 5.78 4.58 -5.94
89 H 6.57 0.92 -4.39
90 H 6.53 1.95 -2.95
91 H 7.81 2.18 -4.17
92 C -5.75 1.45 4.55
93 O -4.61 1.08 4.78
94 N -6.24 1.70 3.33
95 C -7.60 2.15 3.11
96 C -5.37 1.50 2.18
97 H -6.48 1.63 5.35
98 H -8.14 1.43 2.49
99 H -7.59 3.12 2.61
100 H -8.12 2.25 4.06
101 H -5.03 0.47 2.14
102 H -4.49 2.15 2.26
103 H -5.90 1.75 1.27
104 C -0.60 -10.59 -2.70
105 O -0.24 -9.67 -1.99
106 N -1.88 -10.84 -3.04
107 C -2.24 -11.96 -3.90
108 C -2.92 -9.97 -2.53
109 H 0.11 -11.30 -3.14
110 H -2.74 -11.59 -4.80
111 H -2.91 -12.63 -3.37
112 H -1.35 -12.51 -4.19
113 H -2.74 -8.95 -2.86
114 H -2.92 -9.99 -1.44
115 H -3.89 -10.31 -2.89
116 C -4.65 5.35 0.31
117 O -5.12 4.37 0.85
118 N -3.33 5.63 0.28
119 C -2.80 6.81 -0.38
120 C -2.42 4.71 0.93
121 H -5.27 6.10 -0.22
122 H -2.11 6.52 -1.17
123 H -2.27 7.44 0.34
124 H -3.61 7.39 -0.82
125 H -2.52 3.72 0.48
126 H -2.68 4.63 1.99
127 H -1.40 5.06 0.83


2.
A molecular structure, C16H24BKO20, computed with ωB97M-V/def2-TZVPD.

Computed properties:
**HOMO level**: -9.2 eV
**Relative energy (zero: lowest compared OMol25 entry of this formula, charge and spin)**: 0.0 kcal/mol
**E**: -2753.99250 Eh
**HOMO-LUMO gap**: 8.93 eV

Cartesian coordinates (Å):
1 K 0.35 0.10 0.30
2 O -2.52 0.65 -1.67
3 C -2.12 0.51 -2.80
4 O -2.85 0.42 -3.89
5 B -2.02 0.04 -5.05
6 O -0.63 -0.07 -4.45
7 C -0.67 0.24 -3.20
8 O 0.27 0.33 -2.44
9 O -2.11 1.10 -6.04
10 C -2.26 0.58 -7.24
11 O -2.28 1.19 -8.27
12 C -2.47 -0.94 -7.06
13 O -2.38 -1.18 -5.74
14 O -2.64 -1.74 -7.91
15 C -4.30 0.94 0.84
16 O -4.13 0.21 2.05
17 C -3.01 -0.40 2.33
18 O -1.97 -0.29 1.73
19 O -3.19 -1.17 3.40
20 C -2.25 -2.18 3.68
21 H -4.32 0.19 0.05
22 H -3.48 1.62 0.62
23 H -5.24 1.48 0.80
24 H -1.44 -1.82 4.32
25 H -1.78 -2.60 2.79
26 H -2.80 -2.97 4.19
27 C 2.13 -1.58 5.14
28 O 3.04 -1.26 4.09
29 C 2.47 -0.65 3.03
30 O 1.30 -0.49 2.85
31 O 3.37 -0.23 2.16
32 C 4.74 -0.50 2.25
33 H 2.65 -1.71 6.09
34 H 1.65 -2.53 4.94
35 H 1.43 -0.76 5.32
36 H 5.07 -1.19 1.47
37 H 5.05 -1.00 3.17
38 H 5.42 0.35 2.19
39 C -1.98 3.73 2.85
40 O -1.45 4.35 1.68
41 C -1.09 3.56 0.67
42 O -0.84 2.39 0.79
43 O -1.01 4.27 -0.43
44 C -0.65 3.56 -1.60
45 H -1.61 4.32 3.69
46 H -1.66 2.71 3.02
47 H -3.07 3.85 2.86
48 H -0.41 4.26 -2.40
49 H -1.50 2.97 -1.94
50 H 0.23 2.92 -1.48
51 C 3.34 -0.52 -2.69
52 O 3.83 -1.65 -2.00
53 C 3.21 -2.09 -0.92
54 O 2.28 -1.53 -0.37
55 O 3.78 -3.21 -0.55
56 C 3.28 -3.86 0.62
57 H 2.46 -0.74 -3.29
58 H 4.11 -0.20 -3.38
59 H 3.06 0.29 -2.01
60 H 2.49 -3.33 1.14
61 H 4.08 -3.87 1.37
62 H 3.03 -4.88 0.36


3.
2 unconnected molecules or ions with the total composition C6H16NO, computed with ωB97M-V/def2-TZVPD.

Computed properties:
**Multiplicity**: 2
**HOMO level (alpha / beta)**: -18.0 / -18.0 eV
**Relative energy (zero: lowest compared OMol25 entry of this formula, charge and spin)**: 77.3 kcal/mol
**E**: -367.39168 Eh
**HOMO-LUMO gap (alpha / beta)**: 7.98 / 5.46 eV
**Total charge**: +2

Cartesian coordinates (Å):
1 C -1.12 0.89 0.93
2 O -0.30 1.74 1.74
3 C -0.39 0.65 -0.37
4 C 0.78 -0.12 -0.45
5 C 0.47 -1.63 -0.93
6 C -0.32 -1.67 -2.24
7 C 0.41 -1.07 -3.43
8 N 0.04 1.56 5.03
9 H -1.22 -0.05 1.48
10 H -2.10 1.34 0.78
11 H -0.01 2.50 1.20
12 H -0.64 1.33 -1.18
13 H 1.44 0.31 -1.21
14 H 1.26 -0.20 0.53
15 H 1.44 -2.12 -1.02
16 H -0.09 -2.11 -0.13
17 H -1.27 -1.16 -2.06
18 H -0.55 -2.72 -2.43
19 H 1.39 -1.54 -3.58
20 H 0.60 0.00 -3.31
21 H -0.17 -1.17 -4.34
22 H -0.60 2.14 5.60
23 H -0.04 1.66 4.00
24 H 0.99 1.44 5.40


4.
A single C3H11BrSi3 molecule, computed with ωB97M-V/def2-TZVPD.

Computed properties:
**HOMO level**: -8.4 eV
**Relative energy (zero: lowest compared OMol25 entry of this formula, charge and spin)**: 38.4 kcal/mol
**E**: -3563.30925 Eh
**HOMO-LUMO gap**: 7.51 eV

Cartesian coordinates (Å):
1 C -0.48 -0.40 -1.46
2 C 1.01 -0.27 -1.29
3 C -1.41 -1.19 -0.41
4 Si 1.57 1.13 -0.06
5 Si 1.26 0.47 2.05
6 Si -1.74 -0.24 1.20
7 Br -2.81 1.78 0.67
8 H -1.00 0.51 -1.42
9 H -0.51 -0.96 -2.36
10 H 1.33 -1.23 -0.82
11 H 1.52 -0.10 -2.33
12 H -2.27 -1.39 -0.96
13 H -0.94 -2.04 -0.02
14 H 2.93 1.56 -0.24
15 H 0.88 2.46 -0.27
16 H 1.94 -0.64 2.91
17 H 1.61 1.63 3.00
18 H -2.89 -1.07 1.82


5.
A single C8H8S molecule, computed with ωB97M-V/def2-TZVPD.

Computed properties:
**HOMO level**: -8.3 eV
**Relative energy (zero: lowest compared OMol25 entry of this formula, charge and spin)**: 100.8 kcal/mol
**E**: -707.60431 Eh
**HOMO-LUMO gap**: 7.94 eV
**SMILES**: S=C1C[C@@H]1/C=C\C1=CC1

Cartesian coordinates (Å):
1 S 2.78 -1.02 -0.53
2 C 2.05 0.25 0.05
3 C 1.46 1.02 1.12
4 C 1.35 1.48 -0.42
5 C -0.06 1.43 -0.92
6 C -1.03 0.43 -0.83
7 C -1.00 -0.87 -0.18
8 C -0.58 -2.06 0.11
9 C -2.07 -1.86 0.38
10 H 0.54 0.69 1.66
11 H 1.96 1.64 1.74
12 H 1.67 2.52 -0.55
13 H -0.21 2.32 -1.54
14 H -2.01 0.79 -1.31
15 H 0.23 -2.78 0.27
16 H -2.42 -1.73 1.38
17 H -2.66 -2.23 -0.43


6.
4 unconnected molecules or ions with the total composition C23H62B2N5O3, computed with ωB97M-V/def2-TZVPD.

Computed properties:
**HOMO level**: -4.3 eV
**E**: -1462.76311 Eh
**HOMO-LUMO gap**: 6.58 eV
**Total charge**: -1

Cartesian coordinates (Å):
1 C 1.96 -7.14 2.09
2 O 2.25 -5.78 2.12
3 C 1.61 -4.99 1.06
4 B 0.26 -4.15 1.48
5 C -1.11 -4.75 0.76
6 C -1.68 -6.08 1.25
7 O -2.85 -5.83 2.05
8 C -2.08 -7.04 0.12
9 N -0.99 -7.52 -0.72
10 B 0.20 -4.02 3.20
11 N -0.74 -4.71 4.16
12 O 1.10 -3.21 3.89
13 H 0.98 -7.35 1.65
14 H 2.71 -7.72 1.52
15 H 1.96 -7.53 3.11
16 H 1.43 -5.68 0.22
17 H 2.40 -4.31 0.72
18 H 0.40 -3.00 1.03
19 H -0.90 -4.84 -0.32
20 H -1.94 -4.04 0.82
21 H -0.94 -6.59 1.88
22 H -2.95 -6.57 2.66
23 H -2.60 -7.91 0.55
24 H -2.81 -6.52 -0.51
25 H -0.45 -6.74 -1.05
26 H -0.36 -8.08 -0.16
27 H -1.65 -4.83 3.71
28 H -0.43 -5.67 4.30
29 H 0.87 -3.27 4.83
30 C -1.73 -0.75 1.20
31 C -1.89 0.74 0.97
32 N -0.65 1.38 0.56
33 C -0.69 2.83 0.57
34 C -1.64 3.52 -0.42
35 C 0.05 0.76 -0.56
36 C -0.73 0.61 -1.88
37 H -0.91 -0.96 1.88
38 H -2.65 -1.16 1.62
39 H -1.53 -1.30 0.28
40 H -2.20 1.23 1.90
41 H -2.70 0.91 0.25
42 H 0.32 3.20 0.40
43 H -0.97 3.14 1.58
44 H -1.27 3.45 -1.45
45 H -1.72 4.58 -0.18
46 H -2.65 3.10 -0.39
47 H 0.38 -0.23 -0.24
48 H 0.96 1.35 -0.74
49 H -1.71 0.16 -1.71
50 H -0.17 -0.06 -2.55
51 H -0.88 1.56 -2.39
52 C 4.62 -0.48 5.00
53 C 4.47 0.69 4.05
54 N 4.42 0.28 2.66
55 C 4.58 1.38 1.72
56 C 3.50 2.47 1.70
57 C 3.37 -0.69 2.33
58 C 1.93 -0.32 2.68
59 H 5.47 -1.11 4.70
60 H 4.79 -0.12 6.01
61 H 3.73 -1.11 5.01
62 H 5.33 1.36 4.15
63 H 3.59 1.28 4.35
64 H 4.66 0.95 0.72
65 H 5.54 1.85 1.94
66 H 2.56 2.11 1.28
67 H 3.84 3.31 1.09
68 H 3.29 2.85 2.70
69 H 3.61 -1.63 2.83
70 H 3.45 -0.90 1.26
71 H 1.84 0.03 3.71
72 H 1.32 -1.22 2.59
73 H 1.51 0.44 2.02
74 C -3.10 5.70 -7.33
75 C -2.82 6.44 -6.03
76 N -3.05 5.61 -4.85
77 C -3.11 6.37 -3.62
78 C -1.84 7.11 -3.16
79 C -2.30 4.36 -4.81
80 C -0.77 4.44 -4.89
81 H -4.10 5.25 -7.30
82 H -3.06 6.40 -8.16
83 H -2.38 4.91 -7.52
84 H -3.49 7.29 -5.94
85 H -1.80 6.85 -6.07
86 H -3.42 5.70 -2.82
87 H -3.91 7.11 -3.73
88 H -1.07 6.42 -2.80
89 H -2.08 7.79 -2.34
90 H -1.41 7.71 -3.97
91 H -2.66 3.73 -5.62
92 H -2.58 3.84 -3.89
93 H -0.44 5.07 -5.71
94 H -0.37 3.44 -5.07
95 H -0.32 4.81 -3.97


7.
A gas-phase ion, HN2O4S (charge -1), computed with ωB97M-V/def2-TZVPD.

Computed properties:
**HOMO level**: -5.5 eV
**Relative energy (zero: lowest compared OMol25 entry of this formula, charge and spin)**: 34.5 kcal/mol
**E**: -809.21371 Eh
**HOMO-LUMO gap**: 9.49 eV
**Total charge**: -1

Cartesian coordinates (Å):
1 N -0.41 -1.08 1.87
2 N -0.38 -0.57 0.71
3 O 1.78 0.82 -1.97
4 O -0.96 -1.10 -0.25
5 O 0.36 0.43 0.47
6 O 0.12 2.44 -1.17
7 S 0.42 1.03 -1.52
8 H -0.92 -1.97 1.86


8.
A molecular structure, C24H40CdN4OPSb2, computed with ωB97M-V/def2-TZVPD.

Computed properties:
**HOMO level**: -15.4 eV
**E**: -2221.43291 Eh
**HOMO-LUMO gap**: 7.57 eV
**Total charge**: +3

Cartesian coordinates (Å):
1 Cd -0.68 -0.17 0.58
2 C -4.74 -1.13 -0.77
3 Sb -2.68 -1.68 -0.82
4 C -2.35 -2.02 -2.90
5 C -2.71 -3.72 -0.08
6 C -2.99 -3.79 1.38
7 C -4.32 -3.63 1.80
8 C -4.67 -3.70 3.14
9 C -3.69 -3.95 4.09
10 C -2.38 -4.13 3.69
11 C -2.01 -4.05 2.35
12 C -0.57 -4.26 2.00
13 Sb 0.53 -2.38 1.99
14 C 0.12 -1.75 4.00
15 C 2.52 -3.13 2.24
16 H -5.31 -1.92 -1.25
17 H -4.88 -0.19 -1.31
18 H -5.06 -1.01 0.26
19 H -3.06 -2.79 -3.23
20 H -1.34 -2.39 -3.06
21 H -2.52 -1.12 -3.48
22 H -1.76 -4.17 -0.38
23 H -3.51 -4.18 -0.66
24 H -5.09 -3.49 1.06
25 H -5.71 -3.59 3.43
26 H -3.96 -4.04 5.13
27 H -1.63 -4.37 4.43
28 H -0.41 -4.75 1.04
29 H -0.06 -4.84 2.77
30 H 0.42 -2.54 4.69
31 H -0.94 -1.56 4.11
32 H 0.68 -0.85 4.22
33 H 2.45 -3.90 3.01
34 H 3.20 -2.35 2.57
35 H 2.87 -3.57 1.31
36 O 1.60 0.82 1.34
37 C 1.51 1.78 2.40
38 C 0.08 2.19 2.67
39 C -0.11 3.17 3.64
40 C -1.40 3.57 3.94
41 C -2.46 2.98 3.27
42 C -2.19 2.02 2.33
43 N -0.94 1.62 2.03
44 H 2.54 0.58 1.26
45 H 2.08 2.67 2.14
46 H 1.93 1.37 3.32
47 H 0.74 3.61 4.14
48 H -1.58 4.33 4.70
49 H -3.49 3.27 3.48
50 H -2.99 1.53 1.78
51 C 0.76 3.22 -4.62
52 N 1.94 2.56 -3.89
53 C 2.54 3.61 -2.93
54 N 1.55 4.12 -2.06
55 C 0.44 4.72 -2.81
56 N -0.18 3.72 -3.68
57 C -0.91 2.70 -2.95
58 P 0.22 1.70 -1.82
59 C 1.51 1.34 -3.15
60 C 1.10 3.16 -1.06
61 H 0.31 2.48 -5.27
62 H 1.17 4.04 -5.21
63 H 2.65 2.30 -4.58
64 H 2.96 4.41 -3.55
65 H 3.35 3.12 -2.38
66 H 0.82 5.54 -3.41
67 H -0.29 5.12 -2.11
68 H -1.40 2.03 -3.66
69 H -1.69 3.17 -2.35
70 H 1.09 0.63 -3.86
71 H 2.38 0.88 -2.69
72 H 1.96 2.80 -0.49
73 H 0.42 3.65 -0.36


9.
4 unconnected molecules or ions with the total composition C16H40NO14P2S3, computed with ωB97M-V/def2-TZVPD.

Computed properties:
**HOMO level**: -2.8 eV
**Relative energy (zero: lowest compared OMol25 entry of this formula, charge and spin)**: 20.5 kcal/mol
**E**: -3618.78362 Eh
**HOMO-LUMO gap**: 4.68 eV
**Total charge**: -1

Cartesian coordinates (Å):
1 C 6.58 1.96 1.31
2 C 6.31 1.03 0.09
3 O 4.98 1.13 -0.39
4 C 4.22 -0.01 0.02
5 C 2.82 -0.05 -0.63
6 P 1.36 -0.31 0.60
7 C 2.06 -2.01 1.23
8 C 2.07 -2.23 2.77
9 O 2.65 -1.17 3.53
10 C 0.70 -2.57 3.40
11 N 0.03 -1.43 4.05
12 P 0.17 1.51 -0.10
13 C 0.15 1.57 -1.98
14 C 0.96 3.10 0.55
15 C 2.49 3.19 0.41
16 H 6.82 1.33 2.18
17 H 5.67 2.53 1.56
18 H 7.43 2.61 1.08
19 H 6.99 1.27 -0.74
20 H 6.57 0.01 0.40
21 H 4.16 -0.05 1.12
22 H 4.74 -0.92 -0.34
23 H 2.81 -0.88 -1.36
24 H 2.78 0.87 -1.23
25 H 2.10 0.46 1.60
26 H 0.24 -0.53 1.52
27 H 0.66 -1.06 -0.46
28 H 1.33 -2.76 0.87
29 H 3.01 -2.30 0.77
30 H 2.71 -3.12 2.94
31 H 3.28 -0.67 3.01
32 H 0.03 -3.00 2.64
33 H 0.88 -3.32 4.18
34 H 0.29 -0.55 3.63
35 H -0.97 -1.54 3.89
36 H -0.75 2.07 -2.34
37 H 0.18 0.56 -2.39
38 H 1.07 2.09 -2.30
39 H 0.69 3.11 1.61
40 H 0.43 3.94 0.08
41 H 2.81 4.16 0.85
42 H 2.85 3.16 -0.62
43 H 2.97 2.43 1.04
44 C -1.91 -4.67 0.43
45 C -2.39 -5.19 -0.91
46 O -2.61 -4.02 -1.70
47 S -1.54 -2.88 -1.27
48 O -0.46 -2.93 -2.19
49 O -2.24 -1.69 -0.98
50 O -1.06 -3.57 0.11
51 H -2.74 -4.30 1.04
52 H -1.35 -5.42 0.99
53 H -3.31 -5.76 -0.82
54 H -1.63 -5.79 -1.40
55 C -3.21 3.38 2.90
56 C -3.68 2.86 1.56
57 O -3.92 4.05 0.78
58 S -2.89 5.19 1.23
59 O -1.81 5.20 0.31
60 O -3.63 6.37 1.53
61 O -2.40 4.51 2.59
62 H -4.05 3.72 3.52
63 H -2.64 2.63 3.45
64 H -4.58 2.26 1.63
65 H -2.90 2.28 1.06
66 C -5.35 -1.61 -5.38
67 C -5.43 -0.11 -5.18
68 O -4.80 0.12 -3.92
69 S -3.63 -0.96 -3.69
70 O -2.40 -0.37 -4.07
71 O -3.82 -1.59 -2.44
72 O -4.07 -1.98 -4.87
73 H -6.12 -2.13 -4.80
74 H -5.43 -1.89 -6.43
75 H -6.45 0.26 -5.17
76 H -4.86 0.43 -5.94


Please write out number 2 again, unchanged.
A molecular structure, C16H24BKO20, computed with ωB97M-V/def2-TZVPD.

Computed properties:
**HOMO level**: -9.2 eV
**Relative energy (zero: lowest compared OMol25 entry of this formula, charge and spin)**: 0.0 kcal/mol
**E**: -2753.99250 Eh
**HOMO-LUMO gap**: 8.93 eV

Cartesian coordinates (Å):
1 K 0.35 0.10 0.30
2 O -2.52 0.65 -1.67
3 C -2.12 0.51 -2.80
4 O -2.85 0.42 -3.89
5 B -2.02 0.04 -5.05
6 O -0.63 -0.07 -4.45
7 C -0.67 0.24 -3.20
8 O 0.27 0.33 -2.44
9 O -2.11 1.10 -6.04
10 C -2.26 0.58 -7.24
11 O -2.28 1.19 -8.27
12 C -2.47 -0.94 -7.06
13 O -2.38 -1.18 -5.74
14 O -2.64 -1.74 -7.91
15 C -4.30 0.94 0.84
16 O -4.13 0.21 2.05
17 C -3.01 -0.40 2.33
18 O -1.97 -0.29 1.73
19 O -3.19 -1.17 3.40
20 C -2.25 -2.18 3.68
21 H -4.32 0.19 0.05
22 H -3.48 1.62 0.62
23 H -5.24 1.48 0.80
24 H -1.44 -1.82 4.32
25 H -1.78 -2.60 2.79
26 H -2.80 -2.97 4.19
27 C 2.13 -1.58 5.14
28 O 3.04 -1.26 4.09
29 C 2.47 -0.65 3.03
30 O 1.30 -0.49 2.85
31 O 3.37 -0.23 2.16
32 C 4.74 -0.50 2.25
33 H 2.65 -1.71 6.09
34 H 1.65 -2.53 4.94
35 H 1.43 -0.76 5.32
36 H 5.07 -1.19 1.47
37 H 5.05 -1.00 3.17
38 H 5.42 0.35 2.19
39 C -1.98 3.73 2.85
40 O -1.45 4.35 1.68
41 C -1.09 3.56 0.67
42 O -0.84 2.39 0.79
43 O -1.01 4.27 -0.43
44 C -0.65 3.56 -1.60
45 H -1.61 4.32 3.69
46 H -1.66 2.71 3.02
47 H -3.07 3.85 2.86
48 H -0.41 4.26 -2.40
49 H -1.50 2.97 -1.94
50 H 0.23 2.92 -1.48
51 C 3.34 -0.52 -2.69
52 O 3.83 -1.65 -2.00
53 C 3.21 -2.09 -0.92
54 O 2.28 -1.53 -0.37
55 O 3.78 -3.21 -0.55
56 C 3.28 -3.86 0.62
57 H 2.46 -0.74 -3.29
58 H 4.11 -0.20 -3.38
59 H 3.06 0.29 -2.01
60 H 2.49 -3.33 1.14
61 H 4.08 -3.87 1.37
62 H 3.03 -4.88 0.36


E of number 3 (C6H16NO)? -367.39168 Eh


E of number 9 (C16H40NO14P2S3)? -3618.78362 Eh